Record 1
{"formula": "C6H7N", "method": "ωB97M-V with the def2-TZVPD basis set", "elements": ["C", "C", "C", "C", "C", "N", "C", "H", "H", "H", "H", "H", "H", "H"], "coordinates": [[1.947, -0.059, -0.230], [0.498, 0.146, 0.070], [-0.675, -0.019, -0.912], [-1.631, 0.597, 0.066], [-1.263, -0.961, 0.074], [-0.191, -0.692, 1.081], [-0.488, 0.742, 1.072], [2.320, 0.715, -0.905], [2.090, -1.032, -0.731], [2.530, -0.076, 0.692], [-0.813, -0.029, -1.984], [-2.386, 1.359, -0.165], [-1.465, -2.024, -0.120], [-0.472, 1.331, 1.991]], "smiles": "C[C@@]12[C@@H]3[C@H]4[C@@H]3N1[C@H]42", "homo_lumo_gap_ha": 0.361, "e_lumo_ev": 1.18, "homo_energy_ev": -8.65, "energy_ha": -287.38240, "largest_force_ha_per_bohr": 0.0264}

Record 2
{"formula": "C6H7N2", "method": "ωB97M-V with the def2-TZVPD basis set", "elements": ["C", "C", "C", "C", "C", "C", "N", "N", "H", "H", "H", "H", "H", "H", "H"], "coordinates": [[1.982, 0.277, 1.144], [1.372, 1.518, 1.062], [1.268, -0.828, 0.738], [0.231, 1.550, 0.316], [0.212, -1.204, 0.108], [-1.558, 0.557, -1.071], [-0.305, 0.679, -0.328], [-0.562, -2.118, -0.422], [3.044, 0.228, 1.553], [1.868, 2.377, 1.079], [-2.139, 1.534, -1.160], [-1.323, 0.122, -1.966], [-2.218, -0.044, -0.560], [-0.412, -2.958, 0.081], [-1.460, -1.690, -0.574]], "homo_lumo_gap_ha": [0.273, 0.226], "e_lumo_ev": [-4.85, -7.51], "multiplicity": 3, "charge": 1, "homo_energy_ev": [-12.27, -13.66], "energy_ha": -341.79933, "largest_force_ha_per_bohr": 0.1268}

Record 3
{"formula": "C6H7N2O2", "method": "ωB97M-V with the def2-TZVPD basis set", "elements": ["C", "C", "C", "C", "C", "C", "N", "N", "O", "O", "H", "H", "H", "H", "H", "H", "H"], "coordinates": [[-1.789, 1.109, -0.121], [-0.330, -0.404, 0.935], [1.438, 1.384, -0.256], [-1.013, 2.196, -0.610], [0.811, -2.434, -0.137], [0.113, -1.777, 1.116], [-1.330, 0.060, 0.452], [0.364, 2.247, -0.524], [2.595, 1.804, -0.492], [-1.547, 3.269, -0.964], [-2.910, 1.033, -0.360], [0.837, -3.479, -0.069], [1.911, -2.030, -0.281], [0.256, -1.999, -1.040], [0.777, -1.902, 1.934], [-0.775, -2.336, 1.360], [0.592, 3.260, -0.943]], "homo_lumo_gap_ha": [0.233, 0.233], "e_lumo_ev": [3.54, 3.54], "charge": -1, "homo_energy_ev": [-2.81, -2.80], "energy_ha": -492.72953, "largest_force_ha_per_bohr": 0.0825}

Record 4
{"formula": "C6H7N2O2", "method": "ωB97M-V with the def2-TZVPD basis set", "elements": ["C", "C", "C", "C", "C", "C", "N", "N", "O", "O", "H", "H", "H", "H", "H", "H", "H"], "coordinates": [[0.646, 1.431, -0.982], [-0.370, -0.697, -0.556], [0.479, 1.934, 1.819], [0.651, 2.716, -0.473], [-0.511, -3.150, -0.630], [-0.699, -1.967, 0.213], [0.125, 0.423, -0.275], [0.476, 2.948, 0.952], [0.379, 1.948, 3.064], [0.992, 3.729, -1.105], [0.748, 1.289, -2.094], [-1.098, -3.168, -1.619], [-0.900, -4.019, -0.038], [0.526, -3.233, -1.025], [0.021, -2.215, 1.008], [-1.700, -1.820, 0.605], [0.236, 3.851, 1.135]], "homo_lumo_gap_ha": [0.230, 0.230], "e_lumo_ev": [3.70, 3.40], "charge": -1, "homo_energy_ev": [-2.56, -2.87], "energy_ha": -492.72179, "largest_force_ha_per_bohr": 0.0823}

Record 5
{"formula": "C6H7N2O2S", "method": "ωB97M-V with the def2-TZVPD basis set", "elements": ["C", "C", "C", "C", "C", "C", "N", "N", "O", "O", "S", "H", "H", "H", "H", "H", "H", "H"], "coordinates": [[-0.948, 0.165, 2.127], [-0.926, -1.126, 1.869], [0.166, 0.535, -1.023], [0.223, 0.892, 1.683], [1.032, 0.096, 0.720], [-0.550, -0.569, -2.969], [3.332, 0.270, 0.244], [2.290, 0.254, 0.561], [-0.260, 1.666, -0.997], [0.170, -0.517, -1.701], [0.486, -1.698, 0.927], [-1.752, 0.729, 2.545], [-1.719, -1.974, 2.077], [0.043, 1.791, 1.119], [0.868, 1.330, 2.362], [-0.552, 0.273, -3.591], [-1.636, -0.559, -2.685], [-0.269, -1.557, -3.270]], "homo_lumo_gap_ha": 0.274, "e_lumo_ev": -5.18, "charge": 1, "homo_energy_ev": -12.63, "energy_ha": -890.59775, "largest_force_ha_per_bohr": 0.1397}

Record 6
{"formula": "C6H7N3", "method": "ωB97M-V with the def2-TZVPD basis set", "elements": ["C", "C", "C", "C", "C", "C", "H", "H", "H", "H", "H", "H", "H", "N", "N", "N"], "coordinates": [[2.307, -0.266, -0.439], [-0.553, 1.578, 0.266], [-1.294, 0.286, 0.108], [-0.756, -0.797, 1.013], [-0.152, -0.647, -0.373], [-2.655, 0.236, -0.376], [3.010, 0.535, -0.700], [2.507, -1.063, -1.202], [2.546, -0.616, 0.594], [-0.938, 2.531, 0.593], [-0.160, -0.474, 1.866], [-1.448, -1.654, 1.177], [-0.325, -1.417, -1.146], [0.962, 0.238, -0.599], [0.689, 1.475, -0.044], [-3.740, 0.056, -0.737]], "smiles": "CN1N=C[C@]2(C#N)C[C@H]12", "homo_lumo_gap_ha": 0.357, "e_lumo_ev": 0.85, "homo_energy_ev": -8.87, "energy_ha": -397.01328, "largest_force_ha_per_bohr": 0.0218}

Record 7
{"formula": "C6H7N3", "method": "ωB97M-V with the def2-TZVPD basis set", "elements": ["C", "C", "C", "C", "C", "C", "H", "H", "H", "H", "H", "H", "H", "N", "N", "N"], "coordinates": [[1.949, -1.002, -0.544], [0.803, -1.258, 0.125], [-0.465, -0.526, -0.032], [-1.714, -1.058, 0.105], [-2.612, 0.040, -0.094], [1.213, 1.909, 0.451], [2.851, -1.565, -0.421], [1.956, -0.189, -1.273], [0.783, -2.053, 0.881], [-1.978, -2.095, 0.270], [-3.672, 0.050, -0.128], [1.257, 1.253, 1.316], [1.962, 2.666, 0.292], [-1.936, 1.161, -0.295], [-0.666, 0.810, -0.252], [0.270, 1.858, -0.400]], "smiles": "C=Cc1ccnn1N=C", "homo_lumo_gap_ha": 0.344, "e_lumo_ev": 0.46, "homo_energy_ev": -8.91, "energy_ha": -397.00035, "largest_force_ha_per_bohr": 0.0336}

Record 8
{"formula": "C6H7N3", "method": "ωB97M-V with the def2-TZVPD basis set", "elements": ["C", "C", "C", "C", "C", "C", "H", "H", "H", "H", "H", "H", "H", "N", "N", "N"], "coordinates": [[0.610, 0.894, 1.665], [-0.653, 0.030, 1.561], [-0.433, -1.058, -0.282], [0.588, 0.087, -1.903], [-0.398, 0.364, -0.813], [-0.373, 1.138, 0.482], [1.652, 0.388, 1.475], [0.824, 1.662, 2.402], [-1.452, 0.224, 2.253], [0.451, -2.848, -1.099], [1.001, 0.895, -2.537], [-1.247, 0.553, -1.453], [-0.923, 2.003, 0.785], [-0.464, -1.252, 0.997], [-0.026, -1.935, -1.317], [0.843, -1.146, -2.215]], "smiles": "C1=NNC2=N[C@H]3C[C@H]3[C@@H]12", "homo_lumo_gap_ha": 0.363, "e_lumo_ev": 0.99, "homo_energy_ev": -8.89, "energy_ha": -396.98430, "largest_force_ha_per_bohr": 0.0629}